Molecular formula: C40H42N7P2PtTe
Method: DFT, the ωB97M-V functional and the def2-TZVPD basis

2S+1 = 5
Charge = +3
HOMO-LUMO gap (spin up / spin down) = 7.325 / 5.353 eV

Last column: Löwdin spin population.
Geometry (Å):
Pt  -0.987  -0.729  -0.147  1.191
Te  2.973  -0.606  2.516  0.704
C  3.677  1.284  3.092  0.101
C  3.321  1.787  4.336  0.023
C  3.789  3.060  4.654  0.003
N  4.544  3.787  3.846  0.004
C  4.897  3.269  2.680  0.002
C  4.493  2.014  2.235  0.024
C  1.422  0.111  1.308  0.689
P  -0.281  0.140  1.914  0.196
C  -0.784  1.836  2.209  0.035
C  0.143  2.867  2.341  0.012
C  -0.295  4.159  2.583  0.001
C  -1.653  4.418  2.708  0.003
C  -2.578  3.388  2.593  0.001
C  -2.148  2.098  2.337  0.007
C  -0.206  -0.750  3.472  0.076
C  -0.352  -0.092  4.695  0.014
C  -0.214  -0.811  5.875  0.006
C  0.065  -2.171  5.838  0.013
C  0.197  -2.831  4.621  0.002
C  0.052  -2.126  3.438  0.042
P  1.338  -0.077  -0.491  0.260
C  1.446  1.530  -1.290  0.048
C  2.013  2.646  -0.676  0.016
C  2.085  3.847  -1.364  0.001
C  1.613  3.930  -2.668  0.006
C  1.059  2.817  -3.286  0.000
C  0.965  1.617  -2.598  0.010
C  2.778  -1.050  -0.933  0.063
C  2.863  -2.365  -0.454  0.033
C  3.990  -3.125  -0.721  0.003
C  5.023  -2.584  -1.479  0.014
C  4.926  -1.293  -1.979  0.006
C  3.803  -0.520  -1.715  0.016
H  2.709  1.241  5.040  0.005
H  3.542  3.506  5.609  0.000
H  5.542  3.882  2.060  0.000
H  4.822  1.643  1.274  0.004
H  1.203  2.672  2.262  0.005
H  0.422  4.961  2.687  0.000
H  -1.992  5.425  2.909  0.000
H  -3.633  3.592  2.708  0.000
H  -2.876  1.300  2.247  0.002
H  -0.577  0.965  4.727  0.000
H  -0.337  -0.311  6.825  0.000
H  0.161  -2.723  6.761  0.001
H  0.385  -3.895  4.599  0.000
H  0.099  -2.652  2.488  0.005
H  2.390  2.585  0.334  0.005
H  2.516  4.716  -0.888  0.000
H  1.682  4.863  -3.206  0.000
H  0.701  2.884  -4.303  0.000
H  0.516  0.755  -3.080  0.002
H  2.029  -2.811  0.083  0.002
H  4.055  -4.143  -0.363  0.000
H  5.897  -3.181  -1.696  0.001
H  5.724  -0.888  -2.585  0.000
H  3.735  0.484  -2.112  0.000
C  -1.246  -5.950  -4.303  0.000
C  -2.678  -5.448  -4.416  0.000
C  -2.796  -4.295  -5.404  0.000
C  -3.272  -5.115  -3.051  0.001
N  -2.543  -4.023  -2.368  0.003
C  -2.575  -2.709  -2.566  0.006
N  -1.686  -2.155  -1.761  0.055
N  -1.139  -3.175  -1.066  0.056
N  -1.646  -4.285  -1.412  0.007
H  -0.869  -6.237  -5.282  0.000
H  -1.170  -6.816  -3.648  0.000
H  -0.583  -5.173  -3.917  0.000
H  -3.308  -6.270  -4.776  0.000
H  -2.099  -3.488  -5.165  0.000
H  -3.806  -3.889  -5.448  0.000
H  -2.540  -4.633  -6.406  0.000
H  -3.203  -5.955  -2.360  0.000
H  -4.313  -4.794  -3.112  0.000
H  -3.206  -2.212  -3.279  0.000
C  -2.565  4.470  -1.616  0.001
C  -2.774  3.057  -1.213  0.003
C  -3.925  2.333  -0.965  0.005
C  -3.510  1.037  -0.648  0.018
N  -2.175  0.973  -0.707  0.145
N  -1.745  2.210  -1.040  0.009
C  -4.346  -0.121  -0.235  0.017
H  -3.460  5.053  -1.412  0.000
H  -2.359  4.539  -2.684  0.000
H  -1.733  4.913  -1.072  0.000
H  -4.934  2.694  -1.011  0.001
H  -0.759  2.387  -1.161  0.000
H  -4.844  0.085  0.713  0.000
H  -3.760  -1.036  -0.109  0.013
H  -5.125  -0.316  -0.972  0.000